[1]
ORCA calculation (ωB97M-V/def2-TZVPD) on a 7-piece molecular cluster, BrH12O6 overall.

The geometry in ORCA input format:
```
! wB97M-V def2-TZVPD RIJCOSX def2/J DEFGRID3
* xyz -1 1
Br 0.19847 20.64439 -21.13230
O 1.09637 17.82945 -22.73823
H 0.93833 18.59194 -22.14434
H 1.00936 18.21356 -23.61503
O -2.66890 22.65467 -22.17134
H -1.95948 22.23203 -21.66756
H -3.08578 21.89391 -22.59605
O -0.58136 19.25476 -18.07008
H 0.12931 18.61007 -18.00778
H -0.40565 19.70672 -18.91503
O 1.36138 23.91582 -21.77278
H 1.07360 23.07119 -21.39176
H 1.73314 23.66062 -22.62138
O -2.81979 19.78333 -22.79730
H -2.76175 19.14234 -23.51102
H -1.95123 19.74340 -22.36278
O 2.59138 20.72692 -18.61441
H 1.80254 20.67922 -19.18323
H 3.31603 20.61131 -19.23567
*
```

Output
- E_tot (Eh) = -3032.78936
- E_HOMO (eV) = -6.182
- Kohn-Sham gap (eV) = 9.434
- energy relative to the best compared isomer or geometry (same formula, charge and spin) (kcal per mole) = 1.6
- strongest force on any atom (eV/Å) = 0.2

[2]
ORCA calculation (ωB97M-V/def2-TZVPD) on C34H59ClNPSiW as an isolated structure in a non-equilibrium geometry.

The geometry in ORCA input format:
```
! wB97M-V def2-TZVPD RIJCOSX def2/J DEFGRID3
* xyz 0 3
W -0.10457 -0.70053 1.52353
Cl 0.94787 -1.43358 3.46838
P 0.02638 -0.11154 -0.95568
C -2.10814 -0.24539 1.09667
H -3.01798 -0.71684 0.69995
H -2.36585 0.81172 1.32163
C 1.86152 0.03623 -1.33075
C -0.86220 1.53510 -1.24077
C 2.28054 0.20212 -2.80340
H 2.12709 0.96741 -0.79942
C 3.77119 0.55356 -2.89541
H 2.10369 -0.73899 -3.34518
H 1.69370 0.98196 -3.30806
C 4.67363 -0.43466 -2.14145
H 4.06587 0.58831 -3.95214
H 3.92133 1.56441 -2.48973
C 4.16702 -0.76594 -0.73351
H 4.74632 -1.36668 -2.71899
H 5.68906 -0.02588 -2.07885
C 2.67244 -1.12096 -0.72628
H 4.74523 -1.60065 -0.31646
H 4.33061 0.09685 -0.07202
H 2.50429 -2.03475 -1.31988
H 2.36412 -1.37976 0.30044
C -0.67175 -1.18913 -2.37110
C -2.35665 1.38269 -1.59423
H -0.80659 1.99033 -0.23586
C -3.06863 2.73261 -1.48049
H -2.47529 1.00950 -2.61966
H -2.85230 0.64824 -0.95118
C -2.41994 3.79935 -2.37051
H -4.12419 2.61089 -1.75597
H -3.04855 3.06509 -0.43319
C -0.89153 3.87152 -2.23171
H -2.67881 3.59640 -3.41876
H -2.84830 4.78015 -2.13146
C -0.18777 2.50530 -2.22500
H -0.48049 4.47916 -3.04777
H -0.64517 4.39158 -1.29634
H -0.21357 2.08662 -3.24305
H 0.87305 2.64915 -1.97435
C 0.01951 -2.55061 -2.51911
H -1.70676 -1.35405 -2.01942
C -0.74752 -3.47221 -3.47754
H 1.04467 -2.40939 -2.89387
H 0.10889 -3.06786 -1.55901
C -0.98987 -2.83634 -4.85111
H -0.18766 -4.40873 -3.59514
H -1.71382 -3.72975 -3.02155
C -1.53409 -1.40612 -4.75091
H -0.04741 -2.82680 -5.41510
H -1.69146 -3.45565 -5.42155
C -0.74258 -0.53547 -3.76604
H -1.51888 -0.93147 -5.74049
H -2.58382 -1.44026 -4.42720
H 0.27429 -0.39574 -4.15745
H -1.19554 0.46119 -3.73523
C 0.01827 -2.75814 1.04365
C -1.57002 -2.33105 0.88438
H 0.49489 -2.87888 0.06618
C -2.52450 -3.02462 1.81358
H -1.86396 -2.37771 -0.16861
C -1.90686 -3.52548 3.12199
H -3.37410 -2.36512 2.04334
H -2.94901 -3.88160 1.26650
C -0.71926 -4.45749 2.90359
H -1.61838 -2.69467 3.77548
H -2.67825 -4.08163 3.67422
C 0.33392 -3.97979 1.88382
H -0.23095 -4.65580 3.86615
H -1.10136 -5.43377 2.56902
H 1.29897 -3.85298 2.39234
H 0.50283 -4.81237 1.18402
C -2.44038 0.25868 4.17613
Si -1.08360 1.51307 3.83642
C -1.99445 3.09474 3.43575
C -0.07645 1.50302 5.40032
N 0.07208 1.19690 2.45125
C 1.25537 1.95258 2.42541
C 2.39687 1.43466 1.78829
C 3.63139 2.09808 1.85406
C 3.74290 3.27231 2.60982
C 2.61883 3.80799 3.23661
C 1.37003 3.19281 3.11419
H -2.94852 0.61237 5.09012
H -2.07271 -0.75358 4.38173
H -3.18938 0.20786 3.37737
H -2.64021 3.34230 4.29174
H -1.34989 3.95989 3.24471
H -2.63661 2.96175 2.55402
H 0.36374 0.50897 5.55871
H 0.73693 2.23726 5.39873
H -0.73741 1.72638 6.25049
H 2.33593 0.45350 1.29527
H 4.49098 1.68318 1.33226
H 4.71323 3.76577 2.70285
H 2.69836 4.72096 3.83229
H 0.50608 3.64794 3.59057
*
```

Output
- E_tot (Eh) = -2543.74705
- E_HOMO (alpha / beta) (eV) = -6.546 / -6.997
- Kohn-Sham gap (alpha / beta) (eV) = 6.926 / 5.927
- energy relative to the best compared isomer or geometry (same formula, charge and spin) (kcal per mole) = 0.0
- strongest force on any atom (eV/Å) = 4.7

[3]
ORCA calculation (ωB97M-V/def2-TZVPD) on C4H6NaO3 as an isolated structure in a non-equilibrium geometry.

The geometry in ORCA input format:
```
! wB97M-V def2-TZVPD RIJCOSX def2/J DEFGRID3
* xyz 0 2
C -2.80031 -0.63021 -0.25387
C -2.11514 -1.00097 1.01759
O -2.16742 -0.35281 2.04417
H -3.33446 -1.51187 -0.64049
H -3.49384 0.20601 -0.11143
H -2.03581 -0.37824 -1.00453
H -1.40268 -1.85210 0.94306
O 0.68717 -0.06959 -0.23012
Na 1.72052 0.59833 -2.24969
C 1.35937 0.26912 0.71796
O 2.50200 0.79349 0.81523
C 3.28981 1.16091 -0.47659
H 4.20942 0.56885 -0.32850
H 3.58136 2.19908 -0.24279
*
```

Output
- E_tot (Eh) = -543.91658
- E_HOMO (alpha / beta) (eV) = -7.622 / -7.833
- Kohn-Sham gap (alpha / beta) (eV) = 6.860 / 7.072
- energy relative to the best compared isomer or geometry (same formula, charge and spin) (kcal per mole) = 61.5
- strongest force on any atom (eV/Å) = 1.6

[4]
ORCA calculation (ωB97M-V/def2-TZVPD) on one molecule with the formula C7H9N in a non-equilibrium geometry.

The geometry in ORCA input format:
```
! wB97M-V def2-TZVPD RIJCOSX def2/J DEFGRID3
* xyz 0 1
C -1.35424 0.41940 -2.82502
C -0.95524 -0.03453 -1.44823
C 0.15511 0.39869 -0.83799
C 0.29218 0.12240 0.61135
C -0.10850 -1.00778 1.31601
C 0.62344 -1.11735 2.49240
C 1.49170 -0.02158 2.52529
N 1.18713 0.76246 1.43963
H -2.33183 0.06514 -3.14670
H -0.62964 0.08037 -3.57551
H -1.34667 1.50777 -2.93507
H -1.75614 -0.51778 -0.90521
H 0.78151 1.18126 -1.24750
H -0.80044 -1.72750 0.92325
H 0.53787 -1.73700 3.36932
H 2.35202 0.18913 3.13622
H 1.86174 1.43691 1.10776
*
```

Output
- E_tot (Eh) = -326.84038
- E_HOMO (eV) = -7.394
- Kohn-Sham gap (eV) = 8.450
- structure (SMILES) = C/C=C/c1ccc[nH]1
- energy relative to the best compared isomer or geometry (same formula, charge and spin) (kcal per mole) = 31.7
- strongest force on any atom (eV/Å) = 2.5